(1)
DFT (wB97M-V/def2-TZVPD) results for C24H44AlB2N6 as an isolated structure.

Summary:
Energy relative to the best compared isomer or geometry (same formula, charge and spin) ... 0.0 kcal per mole
Charge ... +1
LUMO ... -8.487 eV
HOMO-LUMO gap ... 1.973 eV

Each line ends with the Mulliken charge.
Element x y z (Å)
Al -7.03 -6.59 29.96  0.75
B -7.74 -7.75 32.57  2.08
H -8.14 -8.10 33.51  -0.72
H -8.14 -8.32 31.74  -0.36
H -8.09 -6.73 32.56  -0.71
H -6.66 -7.74 32.59  -0.41
B -9.64 -4.98 29.76  0.74
H -9.70 -5.86 30.39  -0.84
H -8.92 -4.27 30.13  -0.34
H -9.24 -5.34 28.83  -0.17
H -10.59 -4.57 29.45  -0.14
C -6.69 -3.08 36.27  -0.76
C -5.78 -2.39 35.15  -0.58
C -6.31 -2.15 33.80  -0.29
C -6.54 -3.47 33.09  -0.13
N -6.67 -4.50 32.57  -0.17
H -7.19 -2.31 36.85  0.43
H -6.04 -3.72 36.87  0.22
H -7.40 -3.66 35.68  0.02
H -4.81 -2.87 35.05  0.35
H -5.72 -1.41 35.62  0.35
H -5.64 -1.54 33.20  0.35
H -7.33 -1.77 33.84  0.24
C -4.88 -7.21 35.62  -1.11
C -4.13 -6.08 35.07  0.25
C -3.14 -6.54 33.92  -0.74
C -3.87 -6.63 32.58  0.11
N -4.41 -6.73 31.57  -0.29
H -5.45 -7.70 34.83  0.10
H -5.58 -6.88 36.39  0.38
H -4.33 -7.98 36.15  0.38
H -3.57 -5.67 35.91  0.45
H -4.79 -5.27 34.77  -0.34
H -2.45 -7.36 34.07  0.40
H -2.43 -5.72 33.80  0.35
C -13.08 -10.04 29.94  -1.08
C -12.68 -8.73 30.50  -0.67
C -11.58 -7.89 29.71  0.33
C -10.23 -8.44 29.50  0.27
N -9.20 -8.94 29.40  -0.55
H -13.45 -9.73 28.96  0.29
H -13.90 -10.61 30.38  0.37
H -12.20 -10.67 29.93  0.22
H -12.33 -8.86 31.52  0.36
H -13.48 -8.01 30.62  0.39
H -11.42 -7.01 30.33  -0.25
H -12.15 -7.70 28.80  0.42
N -8.45 -8.01 36.23  0.23
C -7.99 -9.12 36.85  -0.36
C -8.91 -9.43 37.84  -0.65
C -10.06 -8.62 37.71  -0.63
C -9.72 -7.67 36.70  -0.18
H -7.95 -7.38 35.62  0.15
H -7.01 -9.54 36.69  0.54
H -8.84 -10.30 38.47  0.40
H -11.01 -8.77 38.19  0.42
H -10.23 -6.84 36.24  0.33
N -10.89 -4.29 32.33  0.21
C -11.38 -3.04 32.58  -0.30
C -11.17 -2.91 33.97  -0.85
C -10.67 -4.13 34.51  -0.30
C -10.42 -4.90 33.43  -0.43
H -10.79 -4.65 31.39  0.22
H -11.78 -2.47 31.76  0.45
H -11.21 -2.02 34.58  0.42
H -10.46 -4.23 35.56  0.49
H -10.04 -5.90 33.24  0.47
N -8.20 -11.29 33.16  0.12
C -8.81 -12.13 32.22  -0.26
C -8.47 -13.44 32.61  -0.58
C -7.65 -13.39 33.74  -0.54
C -7.41 -12.00 34.07  -0.12
H -8.34 -10.29 33.18  0.12
H -9.41 -11.64 31.47  0.47
H -8.85 -14.35 32.16  0.40
H -7.17 -14.20 34.26  0.41
H -6.87 -11.51 34.87  0.36

=====

(2)
DFT (wB97M-V/def2-TZVPD) results for a 3-piece molecular cluster, C9H13NO overall.

Summary:
Energy relative to the best compared isomer or geometry (same formula, charge and spin) ... 91.3 kcal per mole
LUMO ... 0.750 eV
HOMO-LUMO gap ... 9.665 eV

Each line ends with the Mulliken charge.
Element x y z (Å)
C -3.07 -1.01 -0.39  -1.09
C -2.24 0.06 0.10  0.62
C -0.67 1.78 -0.52  -0.73
C 1.40 -0.71 1.36  -0.58
C 0.86 -1.35 0.24  -0.01
C 1.28 -1.01 -1.04  -0.93
C 2.28 0.00 -1.18  -0.26
C 2.87 0.59 -0.07  -0.45
C 2.43 0.23 1.20  -0.30
H -2.73 -1.83 -0.98  0.38
H -3.96 -0.43 -0.74  0.29
H -3.67 -1.51 0.59  0.26
H -0.77 -0.34 -1.29  0.21
H -1.71 2.67 -0.05  0.25
H 0.23 1.80 0.43  0.19
H -0.23 2.25 -1.63  0.25
H 1.01 -0.95 2.32  0.39
H 0.18 -2.15 0.39  0.50
H 0.81 -1.43 -1.92  0.62
H 2.60 0.29 -2.19  0.34
H 3.62 1.38 -0.09  0.37
H 2.74 0.80 2.10  0.31
N -1.16 0.41 -0.58  0.02
O -2.60 0.64 1.11  -0.65

=====

(3)
DFT (wB97M-V/def2-TZVPD) results for C46H48BF3N7OTl as an isolated structure.

Summary:
Energy relative to the best compared isomer or geometry (same formula, charge and spin) ... 0.0 kcal per mole
LUMO ... 0.431 eV
HOMO-LUMO gap ... 8.482 eV

Each line ends with the Mulliken charge.
Element x y z (Å)
Tl -0.61 0.04 0.28  1.45
C 0.14 2.34 3.88  -0.28
C 1.40 1.96 3.44  -0.34
C 1.76 0.62 3.42  -0.34
C 0.86 -0.34 3.87  -0.32
C -0.40 0.04 4.31  -0.57
C -0.76 1.38 4.31  -0.50
H -0.12 3.39 3.88  0.39
H 2.11 2.71 3.12  0.44
H 2.74 0.32 3.08  0.29
H 1.15 -1.38 3.91  0.53
H -1.09 -0.71 4.68  0.44
H -1.74 1.67 4.66  0.41
C 4.91 -2.23 -0.19  -1.40
C 3.50 -2.27 0.30  0.57
C 2.96 -3.15 1.22  -1.17
C 1.61 -2.75 1.36  -0.45
N 1.38 -1.69 0.57  1.64
N 2.53 -1.41 -0.07  0.12
B 2.67 -0.32 -1.16  -2.55
N 1.65 -0.57 -2.30  -0.08
N 0.31 -0.52 -2.19  1.64
C -0.19 -0.81 -3.40  -1.03
C 0.86 -1.06 -4.30  -1.24
C 2.01 -0.89 -3.56  0.39
C 3.42 -1.00 -4.06  -1.44
C -1.62 -0.82 -3.77  1.36
C -2.62 -0.38 -2.90  0.80
C -3.95 -0.36 -3.30  -0.54
C -4.31 -0.76 -4.57  -0.91
C -3.32 -1.19 -5.45  -1.00
C -2.00 -1.24 -5.05  -0.62
N 2.57 1.12 -0.61  0.20
N 1.46 1.67 -0.08  1.48
C 1.75 2.93 0.23  -1.06
C 3.08 3.21 -0.12  -1.17
C 3.57 2.03 -0.65  0.49
C 4.95 1.77 -1.15  -1.33
C 0.80 3.89 0.82  1.22
C 1.28 5.07 1.39  -0.70
C 0.41 6.01 1.91  -0.86
C -0.96 5.79 1.90  -0.67
C -1.44 4.60 1.36  -0.59
C -0.57 3.67 0.82  1.20
C 0.63 -3.32 2.29  0.26
C -0.74 -3.06 2.17  1.01
C -1.64 -3.55 3.10  -1.06
C -1.20 -4.34 4.15  -0.56
C 0.15 -4.64 4.26  -0.72
C 1.05 -4.13 3.34  -0.70
H 5.50 -2.99 0.31  0.43
H 5.36 -1.25 0.01  0.15
H 4.97 -2.40 -1.27  0.16
H 3.46 -3.97 1.69  0.57
H 3.75 -0.43 -1.63  -0.07
H 0.81 -1.33 -5.34  0.61
H 3.40 -1.23 -5.12  0.43
H 3.98 -1.78 -3.54  0.20
H 3.95 -0.05 -3.92  0.15
H -2.34 -0.03 -1.92  -0.20
H -4.71 -0.03 -2.60  0.32
H -5.34 -0.71 -4.89  0.45
H -3.59 -1.50 -6.45  0.43
H -1.25 -1.59 -5.74  0.35
H 3.62 4.13 -0.03  0.56
H 5.55 2.67 -1.02  0.44
H 4.96 1.49 -2.20  0.17
H 5.42 0.97 -0.59  0.12
H 2.34 5.25 1.43  0.35
H 0.80 6.93 2.32  0.40
H -1.64 6.52 2.30  0.41
H -2.51 4.41 1.34  0.25
H -0.97 2.76 0.38  -0.53
H -1.09 -2.49 1.33  -0.01
H -2.69 -3.32 2.99  0.46
H -1.91 -4.73 4.87  0.41
H 0.50 -5.26 5.07  0.40
H 2.11 -4.34 3.46  0.32
C -1.15 2.82 -2.65  -0.69
C -2.58 2.87 -2.15  -0.90
O -2.69 2.11 -0.96  0.25
C -3.99 2.17 -0.40  -0.65
C -4.06 1.31 0.85  -0.47
H -1.09 3.27 -3.64  0.47
H -0.81 1.78 -2.70  0.01
H -0.49 3.36 -1.97  0.06
H -3.26 2.46 -2.90  0.45
H -2.88 3.91 -1.95  0.62
H -4.73 1.84 -1.15  0.43
H -4.24 3.22 -0.16  0.47
H -3.86 0.27 0.60  -0.25
H -5.04 1.39 1.30  0.59
H -3.30 1.64 1.56  0.01
F -4.00 -5.07 -4.47  -0.24
C -3.44 -5.66 -3.40  0.64
F -2.54 -6.55 -3.85  -0.29
F -4.42 -6.36 -2.78  -0.27
C -2.84 -4.63 -2.48  0.43
C -3.69 -3.80 -1.77  -0.73
C -3.12 -2.82 -0.98  -0.69
N -1.80 -2.66 -0.86  0.52
C -1.00 -3.48 -1.53  -0.36
C -1.46 -4.48 -2.36  -1.00
H -4.76 -3.92 -1.85  0.48
H -3.74 -2.14 -0.41  0.40
H 0.06 -3.31 -1.39  0.34
H -0.79 -5.12 -2.90  0.53

=====

(4)
DFT (wB97M-V/def2-TZVPD) results for C12H11BrN2O7V as an isolated structure.

Summary:
Energy relative to the best compared isomer or geometry (same formula, charge and spin) ... 38.1 kcal per mole
Charge ... +3
LUMO ... -13.630 eV
HOMO-LUMO gap ... 6.051 eV

Each line ends with the Mulliken charge.
Element x y z (Å)
V -0.52 -0.55 0.15  1.51
O 1.66 2.69 -0.83  -0.33
C 1.39 1.76 -0.02  0.22
O 0.54 0.85 -0.33  -0.24
C 2.04 1.82 1.33  -0.47
O 1.80 0.64 2.05  -0.36
C 1.00 0.76 3.21  -0.48
C -0.45 0.82 2.81  0.55
O -1.33 1.52 3.06  -0.22
O -0.74 -0.31 1.76  -0.18
H 1.22 2.64 -1.71  0.43
H 1.68 2.74 1.82  0.45
H 3.11 1.95 1.16  0.48
H 1.21 1.67 3.78  0.41
H 1.19 -0.12 3.82  0.37
Br 3.28 -0.45 -1.16  0.02
C 2.47 -1.93 -0.34  0.41
C 3.34 -3.00 -0.15  -0.61
C 2.86 -4.23 0.23  -0.42
C 1.48 -4.39 0.35  -0.71
C 0.69 -3.28 0.17  1.05
N 1.14 -2.02 -0.11  0.24
C -0.76 -3.43 0.21  -0.15
O -1.49 -4.31 0.36  -0.28
O -1.27 -2.05 0.00  -0.52
H 4.39 -2.86 -0.34  0.44
H 3.53 -5.07 0.37  0.51
H 1.02 -5.34 0.57  0.50
C -4.48 0.83 -1.56  -0.86
C -3.15 0.53 -1.07  0.38
N -2.09 0.30 -0.69  -0.16
H -5.21 0.24 -1.00  0.33
H -4.53 0.56 -2.62  0.35
H -4.67 1.89 -1.44  0.35

=====

(5)
DFT (wB97M-V/def2-TZVPD) results for a single C5H7N molecule.

Summary:
Energy relative to the best compared isomer or geometry (same formula, charge and spin) ... 62.8 kcal per mole
LUMO ... 0.987 eV
HOMO-LUMO gap ... 11.456 eV

Each line ends with the Mulliken charge.
Element x y z (Å)
C -0.15 -2.83 -0.90  -0.20
C -1.58 0.99 1.00  -0.81
C -0.86 0.55 -0.02  -0.28
C 0.27 -0.52 0.11  0.12
C 1.47 0.17 -0.54  -1.16
N 0.07 -1.76 -0.48  -0.03
H -2.30 1.68 0.75  0.28
H -1.57 0.52 1.92  0.30
H -1.06 0.80 -0.98  0.41
H 0.25 -0.61 1.15  0.38
H 1.25 0.93 -1.24  0.34
H 2.01 -0.59 -1.00  0.39
H 2.21 0.66 0.22  0.26

=====

(6)
DFT (wB97M-V/def2-TZVPD) results for a single C5H4O2 molecule.

Summary:
Energy relative to the best compared isomer or geometry (same formula, charge and spin) ... 55.5 kcal per mole
LUMO ... -0.140 eV
HOMO-LUMO gap ... 9.172 eV

Each line ends with the Mulliken charge.
Element x y z (Å)
C -1.54 -0.81 -0.34  -0.81
C -0.34 -1.36 -0.18  0.08
C 0.89 -0.62 0.13  -0.45
C 0.94 0.70 0.24  0.24
O 1.93 1.70 0.52  -0.41
C 0.63 2.07 0.27  0.75
O -0.01 3.06 0.21  -0.46
H -1.71 0.26 -0.25  0.19
H -2.41 -1.42 -0.58  0.24
H -0.22 -2.43 -0.29  0.29
H 1.82 -1.17 0.28  0.35

=====

(7)
DFT (wB97M-V/def2-TZVPD) results for C49H39Cl3IN7OPS2TeV as an isolated structure.

Summary:
Energy relative to the best compared isomer or geometry (same formula, charge and spin) ... 0.0 kcal per mole
Charge ... -1
LUMO (alpha / beta) ... 1.686 / 1.685 eV
HOMO-LUMO gap (alpha / beta) ... 3.591 / 4.019 eV
Spin multiplicity ... 2

Each line ends with the Mulliken charge.
Element x y z (Å)
V 0.05 -0.07 0.04  -2.92
I 2.10 -1.47 1.14  0.61
C 4.11 -1.28 0.30  -0.64
C 5.11 -1.38 1.24  -0.55
C 6.46 -1.44 0.86  -0.74
C 6.79 -1.48 -0.47  -0.89
C 5.79 -1.40 -1.46  0.93
C 6.10 -1.56 -2.82  -0.84
C 5.12 -1.51 -3.77  -1.24
C 3.80 -1.21 -3.40  -0.23
C 3.43 -1.04 -2.08  1.54
P 1.66 -0.44 -1.82  1.23
C 0.95 -1.80 -2.85  1.17
C 1.33 -3.10 -2.49  -0.74
C 0.83 -4.20 -3.16  -0.78
C -0.05 -4.03 -4.22  -0.77
C -0.43 -2.75 -4.59  -1.03
C 0.05 -1.64 -3.90  -0.02
C 1.90 1.01 -2.94  1.23
C 1.65 1.11 -4.30  -0.22
C 1.87 2.30 -4.98  -1.00
C 2.40 3.40 -4.32  -0.62
C 2.72 3.29 -2.97  -0.73
C 2.47 2.12 -2.29  -1.03
C 4.42 -1.22 -1.07  0.43
H 4.84 -1.44 2.29  0.37
H 7.23 -1.50 1.61  0.36
H 7.82 -1.59 -0.78  0.34
H 7.13 -1.75 -3.11  0.36
H 5.35 -1.69 -4.81  0.43
H 3.06 -1.12 -4.18  0.23
H 2.01 -3.25 -1.66  0.30
H 1.15 -5.19 -2.87  0.44
H -0.43 -4.89 -4.76  0.35
H -1.12 -2.60 -5.41  0.43
H -0.32 -0.67 -4.18  0.30
H 1.28 0.27 -4.86  0.40
H 1.64 2.36 -6.03  0.43
H 2.57 4.33 -4.85  0.38
H 3.17 4.14 -2.45  0.44
H 2.70 2.05 -1.23  0.40
S -2.62 0.95 -3.37  -0.43
C -1.64 2.36 -3.13  -0.88
C -0.70 2.18 -2.16  -0.89
C -0.68 0.87 -1.59  1.66
C -1.69 0.10 -2.13  0.44
C -1.92 -1.22 -1.66  -0.17
C -2.91 -2.09 -2.15  -0.57
C -3.03 -3.35 -1.61  -1.12
C -2.12 -3.73 -0.60  -1.06
C -1.18 -2.84 -0.17  -0.76
N -1.05 -1.58 -0.66  2.06
H -1.80 3.23 -3.75  0.73
H -0.02 2.98 -1.87  0.24
H -3.57 -1.74 -2.93  0.45
H -3.79 -4.03 -1.97  0.44
H -2.18 -4.71 -0.14  0.47
H -0.48 -3.12 0.61  0.34
Te -0.30 -0.94 2.74  -0.62
N 0.89 5.76 2.60  -0.52
C 0.53 4.48 2.26  0.41
N -0.61 3.99 2.83  -0.33
N 1.26 3.83 1.42  -0.84
C 1.02 2.60 1.05  0.66
N 0.87 1.52 0.65  0.71
H 0.12 6.40 2.72  0.23
H 1.64 6.11 2.03  0.28
H -0.93 4.47 3.66  0.27
H -0.70 2.98 2.86  0.21
Cl -2.58 8.05 -3.66  -0.24
C -3.29 6.87 -2.61  0.37
C -3.66 5.63 -3.11  -0.99
C -4.20 4.69 -2.25  0.02
C -4.40 4.95 -0.90  -0.73
C -5.07 3.90 -0.04  1.69
C -4.29 3.51 1.24  -1.67
N -3.55 2.28 1.11  0.44
C -4.05 1.02 1.30  -0.95
C -3.04 0.15 1.02  -1.04
N -1.93 0.86 0.66  0.69
C -2.26 2.13 0.69  -1.37
O -6.38 4.35 0.29  -0.54
C -7.43 3.60 -0.32  -1.08
C -7.57 2.20 0.20  0.36
C -7.22 1.07 -0.48  0.69
Cl -6.54 0.97 -2.06  -0.16
S -7.50 -0.38 0.42  -0.17
C -8.07 0.55 1.76  -0.45
C -8.06 1.88 1.50  -0.71
C -4.07 6.23 -0.44  0.76
Cl -4.40 6.72 1.19  -0.23
C -3.50 7.18 -1.28  -0.78
H -3.53 5.41 -4.16  0.46
H -4.48 3.72 -2.63  0.35
H -5.14 2.99 -0.65  -0.19
H -5.03 3.38 2.03  0.35
H -3.60 4.30 1.53  0.46
H -5.06 0.86 1.65  0.47
H -3.04 -0.92 1.09  0.56
H -1.63 2.96 0.44  0.97
H -7.29 3.58 -1.41  0.37
H -8.33 4.17 -0.10  0.47
H -8.39 0.04 2.66  0.44
H -8.38 2.64 2.20  0.40
H -3.23 8.15 -0.90  0.46

=====

(8)
DFT (wB97M-V/def2-TZVPD) results for a 4-piece molecular cluster, C4H17N2O2 overall.

Summary:
Energy relative to the best compared isomer or geometry (same formula, charge and spin) ... 86.6 kcal per mole
Charge ... +1
LUMO ... -6.892 eV
HOMO-LUMO gap ... 6.395 eV

Each line ends with the Mulliken charge.
Element x y z (Å)
C -0.23 -0.69 -0.78  -0.45
N -1.29 -0.15 -1.59  -0.63
C 1.09 -0.09 -0.86  -0.14
N 0.16 2.03 1.17  -0.65
C 3.03 -0.24 0.70  -1.23
C 2.30 -0.78 -0.62  -0.40
H -0.59 -0.77 0.25  0.41
H -0.09 -1.75 -1.04  0.50
H -1.37 0.85 -1.40  0.26
H -1.02 -0.23 -2.57  0.27
H 1.18 0.82 -1.45  0.49
H 0.88 2.22 1.85  0.27
H 0.33 1.19 0.65  0.18
H -0.75 1.91 1.61  0.32
H 3.99 -0.74 0.80  0.38
H 3.25 0.83 0.63  0.37
H 2.36 -0.37 1.55  0.40
H 2.18 -1.84 -0.39  0.29
H 3.07 -0.62 -1.38  0.37
H -3.69 -2.13 -0.07  0.30
H -2.90 -0.97 -0.85  0.36
O -3.29 -1.26 -0.01  -0.67
H -3.20 1.52 1.69  0.29
H -2.86 0.20 0.95  0.35
O -2.52 1.08 1.17  -0.64

=====

(9)
DFT (wB97M-V/def2-TZVPD) results for a 8-piece molecular cluster, C14H44N10O8 overall.

Summary:
Energy relative to the best compared isomer or geometry (same formula, charge and spin) ... 120.9 kcal per mole
LUMO ... 0.237 eV
HOMO-LUMO gap ... 8.751 eV

Each line ends with the Mulliken charge.
Element x y z (Å)
N 10.36 -16.20 -1.40  -0.40
C 10.80 -15.07 -1.93  0.55
N 11.27 -14.24 -1.04  -0.26
O 11.03 -14.89 -3.05  -0.59
H 10.19 -16.03 -0.42  0.19
H 9.97 -16.92 -1.99  0.24
H 11.66 -13.36 -1.34  0.10
H 11.37 -14.34 -0.04  0.19
N 11.96 -5.22 -1.33  -0.46
C 12.96 -5.94 -0.81  0.47
N 13.64 -5.19 0.02  -0.31
O 13.22 -7.06 -1.07  -0.53
H 12.03 -4.22 -1.20  0.13
H 11.34 -5.57 -2.05  0.26
H 14.43 -5.69 0.40  0.30
H 13.53 -4.19 0.10  0.20
N 16.74 -5.35 0.13  -0.37
C 16.77 -6.20 -0.86  0.43
N 16.16 -7.24 -0.42  0.23
O 17.01 -5.93 -2.03  -0.73
H 16.87 -4.38 -0.13  0.14
H 16.53 -5.53 1.10  0.29
H 15.83 -7.17 0.53  -0.05
H 15.64 -7.81 -1.08  -0.03
N 15.51 -6.85 4.86  -0.45
C 15.96 -6.35 3.71  0.63
N 16.75 -5.29 3.95  -0.45
O 15.56 -6.61 2.60  -0.47
H 14.90 -7.65 4.89  0.22
H 15.54 -6.22 5.64  0.17
H 17.00 -4.67 3.20  0.20
H 17.30 -5.12 4.78  0.19
N 13.03 -10.02 -5.63  -0.33
C 13.74 -9.78 -4.62  0.67
N 13.23 -10.29 -3.56  -0.26
O 14.85 -9.21 -4.58  -0.70
H 13.21 -9.78 -6.60  0.24
H 12.15 -10.46 -5.42  0.14
H 12.34 -10.77 -3.59  0.14
H 13.62 -10.24 -2.63  0.16
C 15.25 -12.99 3.27  -0.71
C 16.07 -14.22 2.86  0.30
C 16.62 -14.27 1.42  -0.95
O 17.05 -14.29 3.80  -0.52
H 15.83 -12.08 3.36  0.18
H 14.64 -13.01 4.17  0.43
H 14.51 -12.81 2.49  -0.12
H 15.43 -15.08 3.01  0.24
H 17.29 -15.13 1.33  0.39
H 17.17 -13.34 1.47  0.17
H 15.84 -14.26 0.66  0.29
H 17.68 -14.89 3.40  0.32
C 14.34 -9.60 1.40  -0.54
C 14.28 -10.46 0.11  0.42
C 13.08 -11.45 -0.07  -1.62
O 14.21 -9.62 -0.94  -0.49
H 13.53 -8.90 1.61  0.33
H 15.23 -9.00 1.17  -0.19
H 14.46 -10.17 2.32  0.29
H 15.28 -10.88 0.02  0.24
H 13.21 -12.20 0.71  0.23
H 13.48 -12.03 -0.90  0.53
H 12.13 -10.93 -0.17  0.32
H 13.63 -8.87 -0.79  0.41
C 18.44 -10.10 1.90  -0.53
C 19.93 -9.75 2.16  0.42
C 20.31 -8.41 1.68  -1.47
O 20.28 -9.88 3.55  -0.59
H 18.07 -11.06 2.27  0.02
H 18.16 -10.04 0.85  0.39
H 17.87 -9.27 2.33  0.00
H 20.53 -10.51 1.66  0.32
H 21.40 -8.33 1.60  0.38
H 20.26 -7.56 2.36  0.35
H 19.95 -8.26 0.66  0.33
H 20.52 -10.81 3.58  0.34